Entry 1:
3 unconnected molecules or ions with the total composition C19H28O13S2. Source: the Open Molecules 2025 dataset; level of theory: ωB97M-V with the def2-TZVPD basis set.

**LUMO energy**: -0.0527 hartree
**SMILES**: CCOCC1=C(CCCCOC(C)=O)C(=O)C=CC1=O.O=S1(=O)OCCO1.O=S1(=O)OCCO1

The geometry in ORCA input format:
```
! RIJCOSX wB97M-V def2-TZVPD def2/J DEFGRID3
* xyz 0 1
C -2.50 3.02 -0.75
C -1.67 1.88 -1.34
O -0.40 1.88 -0.69
C 0.37 0.75 -1.05
C -0.10 -0.53 -0.39
C -0.12 -0.67 0.94
C 0.38 0.35 1.92
C 1.64 -0.14 2.67
C 1.65 0.25 4.15
C 0.77 -0.62 5.02
O 1.26 -1.97 4.92
C 0.61 -2.89 5.66
C 1.18 -4.26 5.42
O -0.30 -2.63 6.39
C -0.67 -1.93 1.54
O -0.93 -2.01 2.72
C -0.90 -3.10 0.64
C -0.87 -2.95 -0.67
C -0.59 -1.62 -1.27
O -0.74 -1.44 -2.46
H -2.78 3.75 -1.51
H -1.93 3.52 0.03
H -3.43 2.65 -0.30
H -1.53 2.00 -2.42
H -2.16 0.91 -1.19
H 1.40 0.95 -0.72
H 0.37 0.62 -2.14
H -0.42 0.57 2.63
H 0.60 1.27 1.38
H 1.74 -1.22 2.59
H 2.52 0.29 2.19
H 1.30 1.28 4.26
H 2.68 0.22 4.52
H -0.27 -0.60 4.70
H 0.81 -0.30 6.07
H 0.48 -5.01 5.78
H 1.40 -4.42 4.36
H 2.12 -4.35 5.97
H -1.14 -4.04 1.12
H -1.07 -3.76 -1.36
C -3.86 -2.37 -5.30
C -2.93 -1.36 -4.66
O -3.54 -0.10 -5.00
S -5.12 -0.23 -5.00
O -5.66 0.18 -3.75
O -5.61 0.32 -6.21
O -5.17 -1.83 -5.05
H -3.71 -2.45 -6.38
H -3.81 -3.35 -4.84
H -1.93 -1.37 -5.07
H -2.89 -1.47 -3.58
C 3.74 3.65 -2.39
C 4.88 4.29 -1.62
O 4.54 4.04 -0.24
S 3.82 2.63 -0.11
O 4.75 1.63 0.28
O 2.62 2.81 0.63
O 3.49 2.44 -1.66
H 2.84 4.26 -2.38
H 4.01 3.38 -3.40
H 4.94 5.37 -1.75
H 5.84 3.83 -1.84
*
```


Entry 2:
40 unconnected molecules or ions with the total composition H80O40 at a distorted geometry. Source: the Open Molecules 2025 dataset; level of theory: ωB97M-V with the def2-TZVPD basis set.

**LUMO energy**: -0.0249 hartree
**Energy relative to the best compared isomer or geometry (same formula, charge and spin)**: 453.6 kcal per mole

The geometry in ORCA input format:
```
! RIJCOSX wB97M-V def2-TZVPD def2/J DEFGRID3
* xyz 0 1
H 1.73 -1.61 -5.59
H 1.49 -2.98 -6.15
O 2.20 -2.30 -6.05
H -2.40 4.96 3.17
H -0.83 4.42 2.96
O -1.37 5.03 3.57
H 1.88 -1.98 -1.53
H 2.32 -0.60 -2.07
O 1.47 -1.01 -1.52
H -1.95 1.46 0.64
H -1.75 0.99 -0.89
O -2.56 1.15 -0.19
H -2.18 -1.35 -3.64
H -1.18 -0.63 -4.40
O -2.17 -0.51 -4.21
H -1.19 -2.68 3.21
O -1.99 -3.00 3.47
H -0.74 1.40 4.31
O -0.94 0.48 4.58
H -4.00 -1.44 2.54
H -3.61 -2.68 1.54
O -4.25 -1.97 1.64
H 2.28 1.22 -4.11
H 1.61 0.54 -5.24
O 1.59 1.14 -4.65
H -0.24 -2.79 -1.06
H -0.04 -4.23 -1.77
O 0.16 -3.21 -1.88
H 1.70 -0.80 0.87
H 2.66 0.00 1.80
O 2.00 -0.60 1.79
H 2.88 4.73 -2.02
O 3.10 5.05 -2.85
H -0.27 -4.94 2.02
H -0.13 -4.55 3.48
O 0.23 -4.45 2.67
H 1.96 -4.80 -3.68
H 2.59 -5.67 -2.77
O 2.77 -5.23 -3.56
H 4.83 -4.12 -1.99
H 4.27 -3.24 -3.03
O 5.10 -3.64 -2.68
H 1.70 0.97 2.93
H 1.18 2.33 2.36
O 1.73 1.77 3.03
H -3.09 4.70 -2.13
H -3.25 4.74 -0.87
O -2.55 5.07 -1.40
H 1.07 2.43 -2.85
H 1.25 1.62 -1.73
O 0.94 2.47 -1.85
H 0.87 0.81 0.43
O -0.06 1.02 0.14
H 3.14 2.83 -1.88
H 4.03 2.29 -3.08
O 3.27 2.06 -2.37
H 5.55 2.13 1.02
O 5.08 2.05 0.13
H 2.29 1.37 5.07
H 1.37 0.87 6.13
O 2.13 1.30 6.03
H 0.99 3.38 0.15
H 0.24 4.31 1.16
O 0.61 3.43 1.01
H 1.87 -4.58 1.29
H 2.07 -3.37 0.35
O 1.86 -4.38 0.30
H -5.36 1.14 4.13
H -4.02 0.26 4.47
O -5.00 0.30 4.60
H -0.42 -3.09 -3.48
H -0.80 -3.80 -4.70
O -0.36 -3.13 -4.42
H -5.65 -0.67 1.76
H -4.37 0.19 2.12
O -5.33 0.27 1.80
H -2.25 -2.68 -0.06
H -1.70 -4.29 -0.25
O -1.46 -3.36 0.10
H -3.60 -4.45 -1.79
H -3.77 -5.84 -1.22
O -3.18 -5.24 -1.62
H 1.86 6.58 0.16
H 1.01 5.81 -0.84
O 1.55 5.83 -0.12
H -3.97 2.51 -2.57
H -4.84 2.05 -1.34
O -4.79 2.31 -2.26
H 5.03 -0.17 -2.23
O 4.71 -0.36 -3.09
H -1.20 3.06 1.78
H -0.78 1.58 2.10
O -1.34 2.35 2.33
H 0.08 1.71 -0.74
H -1.80 -2.71 4.45
H 5.95 1.92 -0.32
H -0.92 0.12 3.84
H 2.42 5.11 -3.49
H 4.81 -1.17 -3.23
O -2.88 1.74 -5.56
H -2.55 1.06 -5.07
H -2.83 2.66 -5.34
O 3.21 -0.35 3.67
H 3.85 -1.15 3.81
H 3.25 0.11 4.46
O 0.76 -2.22 3.13
H 0.87 -2.45 2.18
H 0.80 -1.32 3.22
O -3.38 -1.58 -0.69
H -3.75 -0.88 -0.06
H -3.30 -1.13 -1.50
O 4.95 -4.43 1.68
H 5.30 -4.38 0.83
H 4.10 -4.23 1.45
O -3.49 3.56 0.34
H -3.58 2.56 0.68
H -4.11 4.03 0.99
O -2.46 2.71 5.05
H -2.67 3.55 4.75
H -3.06 2.15 5.67
*
```


Entry 3:
A single C2H4NPS molecule at a distorted geometry. Source: the Open Molecules 2025 dataset; level of theory: ωB97M-V with the def2-TZVPD basis set.

**LUMO energy**: -0.0021 hartree
**SMILES**: C1=NPCS1
**Energy relative to the best compared isomer or geometry (same formula, charge and spin)**: 50.9 kcal per mole

The geometry in ORCA input format:
```
! RIJCOSX wB97M-V def2-TZVPD def2/J DEFGRID3
* xyz 0 1
C -0.71 -0.24 -1.25
C 0.86 0.61 0.55
N -1.58 -0.47 0.00
P -0.62 -0.26 1.33
S 0.83 0.18 -1.25
H -1.24 -0.34 -2.27
H 0.64 1.63 0.45
H 1.88 0.57 1.05
H -0.07 -1.68 1.40
*
```


Entry 4:
A molecular structure, C5H12FP at a distorted geometry. Source: the Open Molecules 2025 dataset; level of theory: ωB97M-V with the def2-TZVPD basis set.

**LUMO energy**: 0.0257 hartree
**Energy relative to the best compared isomer or geometry (same formula, charge and spin)**: 71.1 kcal per mole

The geometry in ORCA input format:
```
! RIJCOSX wB97M-V def2-TZVPD def2/J DEFGRID3
* xyz 0 1
C 1.58 -0.40 -0.66
C 2.32 -1.20 0.41
C -0.43 1.71 -1.25
C -1.35 -1.01 -0.64
C -0.35 0.68 1.46
F 1.84 1.34 -0.22
P -0.02 0.23 -0.25
H 2.71 -2.16 0.08
H 1.79 -1.33 1.29
H 3.06 -0.53 0.75
H -1.51 1.75 -1.44
H -0.02 2.64 -0.66
H -0.09 1.53 -2.31
H -1.43 -1.21 -1.78
H -0.93 -1.92 -0.25
H -2.23 -0.73 -0.26
H -0.05 -0.06 2.23
H 0.24 1.64 1.74
H -1.42 0.90 1.74
*
```


Entry 5:
2 unconnected molecules or ions with the total composition C4H9NO at a distorted geometry. Source: the Open Molecules 2025 dataset; level of theory: ωB97M-V with the def2-TZVPD basis set.

**LUMO energy**: 0.0234 hartree
**SMILES**: C=C/C=C/N.O
**Energy relative to the best compared isomer or geometry (same formula, charge and spin)**: 59.6 kcal per mole

The geometry in ORCA input format:
```
! RIJCOSX wB97M-V def2-TZVPD def2/J DEFGRID3
* xyz 0 1
N -0.17 1.35 -0.92
C -0.97 0.25 -0.63
C -1.11 -0.32 0.59
C -1.72 -1.59 0.79
C -2.24 -1.96 1.98
H 0.25 1.30 -1.84
H 0.46 1.86 -0.34
H -1.41 -0.20 -1.52
H -1.01 0.34 1.46
H -1.62 -2.26 -0.06
H -2.55 -2.98 2.25
H -2.46 -1.38 2.85
H 4.33 1.57 -0.98
H 5.59 1.98 -1.84
O 4.64 2.03 -1.77
*
```


Entry 6:
2 unconnected molecules or ions with the total composition C17H14N3O5 at a distorted geometry. Source: the Open Molecules 2025 dataset; level of theory: ωB97M-V with the def2-TZVPD basis set.

**LUMO energy**: 0.0522 hartree
**Energy relative to the best compared isomer or geometry (same formula, charge and spin)**: 2.4 kcal per mole

The geometry in ORCA input format:
```
! RIJCOSX wB97M-V def2-TZVPD def2/J DEFGRID3
* xyz -1 1
C -2.78 -0.81 2.69
C -3.74 0.14 2.36
N -4.60 0.90 2.08
C -1.41 -0.57 2.44
C -0.46 -1.64 2.31
C 0.88 -1.39 2.10
C 1.33 -0.05 2.00
N 2.73 0.23 1.97
O 3.11 1.42 1.96
O 3.53 -0.74 1.98
C 0.41 1.02 2.04
C -0.93 0.77 2.21
H -3.13 -1.80 3.00
H -0.83 -2.67 2.33
H 1.61 -2.19 2.02
H 0.80 2.04 1.92
H -1.64 1.61 2.17
C -0.08 -5.77 7.56
O 0.02 -4.37 7.88
C -0.95 -3.55 7.40
C -0.80 -2.15 7.63
C -1.70 -1.27 7.07
C -2.81 -1.71 6.31
C -3.72 -0.71 5.79
C -4.98 -0.96 5.34
N -5.91 0.08 5.23
O -7.13 -0.14 4.99
O -5.45 1.25 5.40
C -3.00 -3.11 6.15
C -2.08 -4.01 6.67
H 0.82 -6.22 7.98
H -0.97 -6.21 8.03
H -0.11 -5.92 6.48
H 0.03 -1.82 8.24
H -1.59 -0.19 7.24
H -3.38 0.33 5.89
H -5.33 -1.97 5.13
H -3.87 -3.50 5.63
H -2.23 -5.08 6.53
*
```


Entry 7:
2 unconnected molecules or ions with the total composition C2H4NP at a distorted geometry. Source: the Open Molecules 2025 dataset; level of theory: ωB97M-V with the def2-TZVPD basis set.

**LUMO energy (spin up / spin down)**: -0.0329 / -0.0337 hartree
**Energy relative to the best compared isomer or geometry (same formula, charge and spin)**: 82.6 kcal per mole

The geometry in ORCA input format:
```
! RIJCOSX wB97M-V def2-TZVPD def2/J DEFGRID3
* xyz 0 1
C -0.93 -0.85 0.56
C 0.34 -0.72 0.35
N -2.13 -0.86 0.42
P 1.10 0.02 -2.16
H 0.85 0.29 0.47
H 1.07 -1.59 0.45
H -2.71 -0.78 1.24
H -0.22 0.17 -2.33
*
```


Entry 8:
A single C5H9P molecule at a distorted geometry. Source: the Open Molecules 2025 dataset; level of theory: ωB97M-V with the def2-TZVPD basis set.

**LUMO energy**: 0.0341 hartree
**Energy relative to the best compared isomer or geometry (same formula, charge and spin)**: 56.9 kcal per mole

The geometry in ORCA input format:
```
! RIJCOSX wB97M-V def2-TZVPD def2/J DEFGRID3
* xyz 0 1
C -0.65 -1.08 0.07
C 0.05 -0.09 -0.42
C -0.06 -0.85 2.18
C 0.81 0.96 0.33
C 0.14 0.11 -1.92
P 0.09 0.89 2.07
H -0.93 -1.95 -0.53
H -0.86 -1.20 2.72
H 0.81 -1.40 2.38
H 1.90 0.84 0.24
H 0.57 1.96 -0.02
H 0.18 1.10 -2.33
H -0.79 -0.34 -2.36
H 1.05 -0.45 -2.14
H -1.18 1.09 1.40
*
```


Calculated E_tot, -68442.5988 -83186.1456 -23750.4285 -17382.3710 -7829.7337 -32558.5324 -12912.9485 -14615.8527 eV (same order as the records).